(w)
Here is a single C4H8N4 molecule from OMol25. Energies are from ωB97M-V/def2-TZVPD.

Computed properties:
Frontier orbital gap   0.297 Eh
HOMO level   -7.197 eV

The geometry in XYZ format:
```
16
C4H8N4 (ωB97M-V/def2-TZVPD)
C -0.82 2.35 -0.10
C -1.65 1.47 -0.85
C 0.43 0.55 0.39
C 1.84 -1.29 -0.16
N 0.17 1.75 0.56
N -1.33 0.20 -0.94
N 0.19 -1.57 1.46
N 0.99 -0.55 0.80
H -0.78 3.37 -0.07
H -2.51 1.91 -1.30
H 1.40 -1.17 -1.17
H 2.88 -0.99 -0.15
H 1.83 -2.30 0.28
H -1.96 -0.37 -1.62
H -0.46 -1.13 2.00
H -0.24 -2.23 0.88
```

---

(x)
Here is a single C4H8N4 molecule from OMol25. Energies are from ωB97M-V/def2-TZVPD.

Computed properties:
Frontier orbital gap   0.319 Eh
SMILES   CC1=NN=C(C)NN1
HOMO level   -8.194 eV

The geometry in XYZ format:
```
16
C4H8N4 (ωB97M-V/def2-TZVPD)
C -1.15 0.22 -2.49
C -0.47 0.02 -1.22
N -1.08 -0.80 -0.37
N -0.42 -1.04 0.72
C 0.12 -0.09 1.39
C 1.12 0.00 2.55
N 0.80 0.79 0.53
N 0.76 0.59 -0.89
H -1.73 -0.77 -2.48
H -1.80 1.09 -2.81
H -0.53 0.24 -3.36
H 0.84 -1.26 2.68
H 2.16 0.27 2.13
H 0.64 0.83 3.27
H 0.69 1.84 0.59
H 1.49 0.10 -1.31
```

---

(y)
Here is a single C4H8N4 molecule from OMol25. Energies are from ωB97M-V/def2-TZVPD.

Computed properties:
Frontier orbital gap   0.317 Eh
SMILES   C1=C\NNCC/N=N/1
HOMO level   -8.007 eV

The geometry in XYZ format:
```
16
C4H8N4 (ωB97M-V/def2-TZVPD)
C 1.70 -1.13 0.09
C 1.91 0.16 -0.25
N 0.94 1.20 -0.25
N -0.21 1.21 0.56
C -1.45 0.69 -0.16
C -1.67 -0.81 -0.08
N -0.40 -1.25 -0.54
N 0.36 -1.47 0.48
H 2.55 -1.78 0.27
H 2.90 0.50 -0.59
H 1.45 2.08 -0.27
H -0.05 0.75 1.48
H -1.33 1.04 -1.20
H -2.31 1.14 0.38
H -1.96 -1.21 0.92
H -2.43 -1.11 -0.84
```

---

Of them, (x) has the lowest stability.

---

(w)
Here is a single C5H7NO2 molecule from OMol25. Energies are from ωB97M-V/def2-TZVPD.

Computed properties:
Frontier orbital gap   0.399 Eh
SMILES   O=C1CCCC=NO1
HOMO level   -10.317 eV

The geometry in XYZ format:
```
15
C5H7NO2 (ωB97M-V/def2-TZVPD)
O 2.29 -0.04 -0.41
C 1.21 0.11 0.10
C 0.48 1.50 0.16
C -1.03 1.44 -0.31
C -1.71 0.15 0.34
C -1.27 -1.04 -0.50
N -0.17 -1.70 -0.21
O 0.52 -0.92 0.76
H 1.01 2.22 -0.44
H 0.39 1.86 1.20
H -1.07 1.35 -1.42
H -1.42 2.44 -0.11
H -2.92 0.31 0.40
H -1.38 0.00 1.46
H -1.99 -1.47 -1.14
```

---

(x)
Here is a single C5H7NO2 molecule from OMol25. Energies are from ωB97M-V/def2-TZVPD.

Computed properties:
Frontier orbital gap   0.341 Eh
SMILES   COc1cocc1N
HOMO level   -8.576 eV

The geometry in XYZ format:
```
15
C5H7NO2 (ωB97M-V/def2-TZVPD)
C -0.27 -1.03 2.23
O 0.76 -0.21 1.44
C 0.26 0.22 0.36
C 0.32 1.51 0.22
O 0.04 1.80 -1.15
C -0.09 0.49 -1.77
C -0.15 -0.37 -0.81
N -0.62 -1.72 -0.87
H -1.17 -0.47 2.40
H 0.38 -1.67 3.02
H -0.62 -1.82 1.38
H 1.03 2.37 0.58
H -0.84 0.40 -2.69
H -1.33 -2.00 -1.87
H 0.04 -2.45 -0.52
```

---

Of them, (x) has the lowest stability.

---

(w)
Here is a single C5H7NO2 molecule from OMol25. Energies are from ωB97M-V/def2-TZVPD.

Computed properties:
Frontier orbital gap   0.389 Eh
SMILES   O=C1OC[C@@H]2CCN12
HOMO level   -9.843 eV

The geometry in XYZ format:
```
15
C5H7NO2 (ωB97M-V/def2-TZVPD)
O -2.47 -0.85 0.02
C -1.41 -0.28 0.25
O -1.51 0.88 -0.36
C -0.33 1.56 0.17
C 0.52 0.59 0.60
C 0.99 -0.17 -0.60
C 0.35 -1.52 0.04
N -0.33 -0.50 1.12
H 0.07 1.89 -0.74
H -0.55 2.38 0.88
H 1.41 0.94 1.34
H 0.43 0.07 -1.53
H 2.01 -0.54 -0.90
H 1.11 -2.53 0.33
H -0.28 -1.92 -0.63
```

---

(x)
Here is 2 unconnected molecules or ions with the total composition C5H7NO2 from OMol25. Energies are from ωB97M-V/def2-TZVPD.

Computed properties:
Frontier orbital gap (spin up / spin down)   0.307 / 0.297 Eh
HOMO level (spin up / spin down)   -8.693 / -9.105 eV

The geometry in XYZ format:
```
15
C5H7NO2 (ωB97M-V/def2-TZVPD)
C -0.39 -1.15 -0.22
C 0.72 1.13 -1.36
C -0.25 1.62 -0.23
C -0.08 0.22 -0.56
C -1.23 -1.32 1.04
N 1.80 -0.71 1.04
O -0.21 -2.18 -0.87
O 2.64 -0.02 0.61
H 0.48 1.15 -2.38
H 1.84 1.13 -1.24
H 0.10 2.06 0.68
H -1.34 2.09 -0.42
H -0.75 -0.71 1.81
H -1.17 -2.41 1.37
H -2.16 -0.89 0.73
```

---

(y)
Here is a single C5H7NO2 molecule from OMol25. Energies are from ωB97M-V/def2-TZVPD.

Computed properties:
Frontier orbital gap (spin up / spin down)   0.322 / 0.322 Eh
SMILES   C[C@@H](O)C=C=NC=O
HOMO level (spin up / spin down)   -8.454 / -8.453 eV

The geometry in XYZ format:
```
15
C5H7NO2 (ωB97M-V/def2-TZVPD)
C -1.96 0.96 -0.23
C -1.40 -0.39 0.43
O -2.31 -1.45 0.20
C -0.05 -0.73 -0.19
C 1.26 -0.31 0.10
N 2.46 -0.12 0.34
C 3.86 0.25 0.43
O 4.59 -0.05 -0.48
H -1.41 1.86 0.19
H -3.01 0.99 -0.07
H -1.77 0.93 -1.36
H -1.41 -0.28 1.45
H -2.51 -1.64 -0.81
H -0.30 -1.12 -1.11
H 3.96 1.08 1.10
```

---

Of them, (x) has the lowest stability.

---

(w)
Here is a molecular structure, C5H7NO2 from OMol25. Energies are from ωB97M-V/def2-TZVPD.

Computed properties:
Frontier orbital gap   0.381 Eh
HOMO level   -9.537 eV

The geometry in XYZ format:
```
15
C5H7NO2 (ωB97M-V/def2-TZVPD)
C -2.15 0.88 -0.53
C -1.11 -0.81 0.67
C 0.24 -0.21 0.65
C 0.81 0.99 0.54
C 2.04 -0.31 -0.50
H -1.28 1.59 -0.25
H -2.84 1.09 -1.49
H -2.93 1.01 0.36
H -1.66 -0.73 1.97
H -0.78 -1.81 0.78
H 0.69 1.82 1.30
H 2.81 -1.06 -1.09
N 2.01 0.98 -0.08
O -1.83 -0.46 -0.43
O 0.95 -1.04 -0.32
```

---

(x)
Here is a molecular structure, C5H7NO2 from OMol25. Energies are from ωB97M-V/def2-TZVPD.

Computed properties:
Frontier orbital gap   0.339 Eh
HOMO level   -9.032 eV

The geometry in XYZ format:
```
15
C5H7NO2 (ωB97M-V/def2-TZVPD)
C -2.10 0.27 0.23
C -0.80 0.11 0.03
C 0.45 -0.49 0.28
C 1.36 -1.39 0.92
C 0.25 0.37 -0.95
H -2.32 0.42 1.06
H -3.02 -0.63 -0.16
H -2.32 0.75 -0.42
H 1.02 -1.87 1.77
H 1.90 -2.49 0.38
H 2.29 -1.08 0.86
H 0.23 -0.09 -2.14
N 0.84 1.69 -0.69
O 1.36 2.26 -1.63
O 0.87 2.17 0.45
```

---

(y)
Here is a single C5H7NO2 molecule from OMol25. Energies are from ωB97M-V/def2-TZVPD.

Computed properties:
Frontier orbital gap   0.362 Eh
SMILES   C/C=N/OC=C=CO
HOMO level   -9.111 eV

The geometry in XYZ format:
```
15
C5H7NO2 (ωB97M-V/def2-TZVPD)
C 0.25 2.55 -0.16
C 0.12 1.14 -0.48
N -0.09 0.64 -1.63
O 0.08 -0.70 -1.96
C 0.19 -1.91 -1.23
C 0.00 -2.14 0.00
C -0.34 -2.90 0.98
O -1.63 -3.29 1.21
H -0.46 3.21 -0.77
H -0.27 2.86 0.78
H 1.34 2.74 -0.22
H 0.34 0.44 0.35
H 0.55 -2.74 -1.95
H 0.38 -3.31 1.76
H -2.17 -3.07 0.52
```

---

(z)
Here is a single C5H7NO2 molecule from OMol25. Energies are from ωB97M-V/def2-TZVPD.

Computed properties:
Frontier orbital gap   0.370 Eh
SMILES   C[C@@]12CO[C@H]1C=NO2
HOMO level   -9.315 eV

The geometry in XYZ format:
```
15
C5H7NO2 (ωB97M-V/def2-TZVPD)
C -0.34 1.43 -0.63
C 0.00 0.34 0.49
C -1.33 -0.33 0.90
O -1.27 -1.09 -0.36
C 0.27 -1.12 -0.12
C 1.51 -0.79 -0.76
N 2.07 -0.17 0.28
O 1.29 0.34 1.22
H 0.50 1.65 -1.25
H -0.60 2.45 -0.32
H -1.17 1.27 -1.14
H -1.26 -1.07 1.70
H -2.18 0.23 0.82
H 0.51 -1.91 0.71
H 2.00 -1.21 -1.54
```

---

Of them, (x) has the lowest stability.